Model a:
23
Properties=species:S:1:pos:R:3:lowdin_charge:R:1 method="wB97M-V/def2-TZVPD" homo_lumo_gap_ev=10.21 e_homo_ev=-13.31 e_lumo_ev=-3.101 charge=+1
H -0.17 0.81 1.26 0.11
H -0.09 3.14 0.07 0.13
H -2.60 -1.65 0.11 0.13
H -1.52 1.84 1.26 0.12
H -2.52 0.40 -0.30 0.12
C -0.95 1.20 0.60 -0.19
C -1.66 -1.22 0.50 -0.16
C -0.26 2.17 -0.47 -0.21
H 2.46 0.51 0.65 0.03
O 1.06 1.69 -0.67 -0.11
C -0.42 -2.05 0.14 -0.11
H 0.20 -2.16 1.04 0.13
H 0.70 -2.30 -1.58 0.17
O 2.45 -0.35 1.12 -0.06
H -0.02 -0.86 -1.62 0.15
H 3.42 -0.37 1.22 0.07
H -0.82 2.18 -1.43 0.13
H -0.78 -2.98 -0.27 0.12
H -1.78 -1.09 1.57 0.12
N -1.55 0.13 -0.18 -0.09
H 1.40 1.93 -1.55 0.10
N 0.45 -1.51 -0.98 0.18
H 1.37 -1.15 -0.65 0.13



Model b:
23
Properties=species:S:1:pos:R:3:lowdin_charge:R:1 method="wB97M-V/def2-TZVPD" homo_lumo_gap_ev=11.19 e_homo_ev=-13.87 e_lumo_ev=-2.678 charge=+1
C 1.25 1.46 0.68 -0.21
H -0.24 -0.64 -2.31 0.17
H 1.06 -1.41 -1.60 0.17
O -2.82 -0.82 1.60 -0.05
O -2.21 -2.67 -0.47 -0.06
H 1.66 -0.62 0.95 0.12
H -0.51 -1.54 0.11 0.09
H -3.29 0.02 1.47 0.06
N 0.43 -0.62 -1.54 0.18
H 3.00 3.21 -0.15 0.10
H 0.48 -0.18 1.89 0.13
H 2.52 3.09 -1.93 0.08
H -2.33 -3.59 -0.74 0.05
C 2.44 2.69 -0.93 0.01
H -3.44 -1.30 2.16 0.06
N 1.65 1.74 -0.70 -0.06
H 0.47 2.16 0.97 0.13
H 0.95 0.32 -1.61 0.13
C -0.19 -0.57 -0.19 -0.18
H 2.06 1.62 1.40 0.12
C 0.77 0.00 0.85 -0.17
H -1.00 0.13 -0.21 0.12
H -2.70 -2.50 0.34 0.02



Which of them is most stable? Easy: model b.



Model a:
23
Properties=species:S:1:pos:R:3:lowdin_charge:R:1 method="wB97M-V/def2-TZVPD" homo_lumo_gap_ev=4.17 e_homo_ev=-12.89 e_lumo_ev=-8.715 charge=+1
H -0.23 -3.04 1.86 0.14
C 0.00 -0.63 0.38 -0.29
H 0.54 3.06 1.56 0.07
C -0.58 -2.00 2.44 -0.09
H 1.27 -0.97 2.08 0.14
O -0.54 2.33 -3.20 -0.06
C 1.19 -0.81 -0.34 0.07
H 2.07 -0.97 -2.29 0.17
H -1.15 2.98 -3.50 0.03
H -0.71 2.16 -2.26 -0.06
H -1.64 -1.97 2.40 0.06
H -0.31 -2.32 3.49 0.10
N 1.09 -0.95 -1.80 0.15
H 2.19 -0.87 0.10 0.15
H -1.25 -0.72 -1.14 0.09
H -1.67 0.21 -0.07 0.03
N -1.29 -0.67 -0.16 0.25
C 0.20 -0.85 1.80 -0.23
H -1.36 2.29 -0.46 0.20
H -0.13 -0.04 2.51 0.15
H 0.60 -0.17 -2.21 0.08
O 0.36 2.11 1.37 -0.10
H -0.20 2.02 0.54 -0.06



Model b:
23
Properties=species:S:1:pos:R:3:lowdin_charge:R:1 method="wB97M-V/def2-TZVPD" homo_lumo_gap_ev=10.66 e_homo_ev=-13.54 e_lumo_ev=-2.885 charge=+1
H 2.67 0.54 3.19 0.04
C -1.22 0.88 -0.66 -0.15
H 3.90 1.14 2.59 0.08
H 0.54 -0.29 -2.64 0.08
H 1.64 1.41 1.00 0.12
O 2.97 0.94 2.39 -0.05
H -1.05 1.81 -1.23 0.13
C -0.37 0.95 0.57 -0.30
O -2.03 -3.15 -1.13 -0.04
H 0.72 -1.57 -1.69 0.08
N 1.07 1.00 0.24 0.18
H -1.32 -1.26 -0.52 0.12
C -0.59 1.31 1.83 0.12
H -2.35 0.90 -0.45 0.16
H -1.40 -3.49 -0.51 0.04
H 1.23 0.05 -0.10 0.12
H -1.46 0.99 2.34 0.08
N 0.32 -0.65 -1.73 -0.01
H -1.80 -0.81 -2.11 0.11
C -1.12 -0.47 -1.33 -0.24
H 1.22 1.55 -0.66 0.19
H -1.73 -3.45 -1.98 0.05
H 0.16 1.65 2.57 0.09



Model c:
23
Properties=species:S:1:pos:R:3:lowdin_charge:R:1 method="wB97M-V/def2-TZVPD" homo_lumo_gap_ev=9.40 e_homo_ev=-12.57 e_lumo_ev=-3.169 charge=+1
H -0.30 -0.73 -2.47 0.12
C -1.21 1.38 0.10 -0.19
H -0.07 -0.47 0.54 0.10
H 0.08 -2.16 -0.57 0.03
H 0.70 1.33 -1.72 0.12
H 1.86 0.96 1.34 0.17
H -1.07 2.30 -0.45 0.13
H 0.71 -2.78 -1.92 0.08
N 0.89 1.27 1.29 0.24
H 0.80 2.27 1.11 0.18
C 0.66 -0.76 -1.95 -0.28
H -1.98 0.82 -0.45 0.15
O -0.74 -2.23 1.57 -0.05
O -1.67 1.65 1.43 -0.05
H -2.39 2.28 1.40 0.10
H 0.49 1.05 2.19 0.16
H -0.16 -2.61 2.23 0.06
N 0.81 -2.03 -1.25 0.02
H 1.38 -0.62 -2.76 0.12
H -1.64 -2.34 1.91 0.06
C 0.05 0.56 0.23 -0.26
C 0.89 0.47 -1.08 -0.13
H 1.91 0.38 -0.71 0.12



Model d:
23
Properties=species:S:1:pos:R:3:lowdin_charge:R:1 method="wB97M-V/def2-TZVPD" homo_lumo_gap_ev=9.95 e_homo_ev=-12.90 e_lumo_ev=-2.958 charge=+1
H -1.75 0.76 1.47 0.17
H 0.00 2.62 1.77 0.17
H 1.54 1.22 -1.20 0.06
H -0.69 -1.13 2.11 0.15
N -0.21 -0.77 1.32 0.19
H -1.22 1.61 -0.95 0.15
H -0.15 -1.40 0.45 0.12
H 1.04 1.80 0.39 0.08
H 2.23 1.38 2.13 0.18
C 1.13 0.56 -1.99 -0.07
H -2.12 0.07 -0.78 0.17
H 0.71 1.13 -2.93 0.12
H -0.22 -0.90 -1.94 0.09
H 1.79 -0.28 -2.28 0.09
C 0.39 1.64 1.24 -0.16
O 1.22 1.10 2.31 -0.14
H -0.33 -3.28 -1.14 0.11
O -0.99 -2.86 -0.51 -0.06
C -1.03 0.52 -0.59 -0.21
H -1.38 -3.60 -0.07 0.05
C -0.77 0.62 0.95 -0.20
H 0.76 -0.67 1.54 0.12
N 0.02 -0.15 -1.31 -0.16



Which of them is most stable? Easy: model c.



Model a:
13
Properties=species:S:1:pos:R:3:lowdin_charge:R:1 method="wB97M-V/def2-TZVPD" homo_lumo_gap_ev="7.51 / 6.92" e_homo_ev="-8.22 / -7.98" e_lumo_ev="-0.705 / -1.064"
H 1.55 -1.17 -1.98 0.07
H -2.49 -2.36 0.63 -0.07
H 0.89 1.38 -1.40 0.14
P -0.83 -1.85 -1.18 0.81
C -0.03 1.55 1.47 -0.01
C -1.53 -2.23 0.22 -0.29
C 0.84 0.45 -0.69 -0.30
C -0.09 0.77 0.44 -0.25
C 0.64 -0.89 -1.38 -0.37
H -0.73 1.67 2.30 0.06
H 0.79 2.30 1.44 0.07
H -0.90 0.02 0.45 0.04
H 1.88 0.37 -0.33 0.11



Model b:
13
Properties=species:S:1:pos:R:3:lowdin_charge:R:1 method="wB97M-V/def2-TZVPD" homo_lumo_gap_ev="7.20 / 7.21" e_homo_ev="-8.21 / -8.21" e_lumo_ev="-1.004 / -1.004"
H -1.18 -2.01 0.22 0.14
C -3.10 -0.26 0.09 0.15
H 1.45 -1.25 -0.27 0.08
C -1.80 -0.05 -0.04 -0.54
H -0.59 -1.36 -1.30 0.09
P -0.61 1.46 0.09 0.88
H 1.41 0.74 -1.35 0.04
C 1.05 0.87 -0.27 -0.34
H 0.80 -0.75 1.29 0.11
C 0.71 -0.61 0.16 -0.36
H -0.66 1.79 1.54 0.03
C -0.69 -1.07 -0.28 -0.29
H -1.24 2.78 -0.34 0.02



Which of them is most stable? Easy: model a.



Model a:
58
Properties=species:S:1:pos:R:3:lowdin_charge:R:1 method="wB97M-V/def2-TZVPD" homo_lumo_gap_ev=8.23 e_homo_ev=-7.97 e_lumo_ev=0.257
C -2.82 -1.09 0.89 -0.41
H 7.39 -0.68 -0.06 0.17
H -1.94 1.35 -1.38 0.03
C 6.92 3.14 0.97 -0.14
C -0.02 -2.93 1.00 -0.17
H -4.71 3.61 -1.56 0.12
H -3.52 1.47 -1.97 0.20
H 1.04 -3.56 1.62 0.21
O 7.25 1.88 0.53 -0.08
H -1.81 3.49 -0.63 0.13
C 3.63 0.44 0.02 -0.04
C 6.08 0.97 0.25 -0.20
H -2.41 1.33 1.07 0.26
C -4.48 3.35 0.66 -0.15
C -2.60 3.03 -1.19 -0.23
H -2.66 -2.35 -1.67 0.18
H 6.23 3.18 1.72 0.05
C -1.14 -4.09 0.89 -0.01
N -2.06 -3.28 0.01 -0.19
H -1.33 -3.69 -1.82 0.14
H 7.78 3.57 1.14 0.04
N -3.41 -0.13 0.18 0.08
H -3.42 -2.93 2.00 0.18
C -3.88 4.05 -0.84 -0.03
C -1.73 -2.93 -1.11 -0.36
H -4.88 1.62 1.45 0.04
C -2.69 1.72 -1.23 -0.25
H -5.37 1.57 -0.33 0.19
H 6.56 3.68 0.06 0.12
H -4.12 -0.57 -0.37 0.12
H 1.57 -0.87 0.40 0.00
H -2.28 3.59 -1.90 0.05
C 3.89 -0.93 -0.16 -0.08
H -3.64 3.70 1.34 0.12
H -5.37 3.73 0.78 0.03
O -2.11 -0.60 1.98 -0.14
C -0.49 -2.05 -1.03 -0.18
C -3.16 -2.51 0.89 -0.02
C 5.29 -1.18 -0.47 0.04
H 5.47 -2.03 -0.59 0.00
O 3.20 -2.95 -1.50 -0.14
C 0.55 -2.56 -0.16 -0.37
H 2.79 0.82 0.07 0.03
C 2.83 -1.72 -0.77 -0.24
C -3.25 1.36 -0.10 -0.32
H -1.36 -4.42 1.86 0.11
H -0.15 -1.57 -2.13 0.17
H -0.16 -2.24 1.69 0.05
C 4.73 1.25 0.12 -0.02
C 6.27 -0.30 -0.14 -0.03
H -0.65 -0.92 -0.67 0.14
H -3.74 5.18 -0.74 0.11
H 1.09 -3.47 -0.74 0.19
H 4.49 2.54 0.70 0.20
N 1.74 -1.52 -0.08 0.20
H -0.71 -4.74 0.22 0.09
H -4.18 -2.67 0.25 0.15
C -4.53 1.83 0.59 -0.14



Model b:
58
Properties=species:S:1:pos:R:3:lowdin_charge:R:1 method="wB97M-V/def2-TZVPD" homo_lumo_gap_ev=8.77 e_homo_ev=-8.02 e_lumo_ev=0.753
H -2.39 -1.80 -2.60 0.11
H -4.91 0.62 -0.25 0.07
C 2.97 1.29 -1.01 -0.26
H -5.00 -1.86 -1.03 0.10
H -4.15 -3.25 -1.70 0.11
O 5.24 -1.37 1.25 -0.05
C -0.90 2.44 1.40 -0.26
N -3.04 -1.12 0.68 -0.18
H 2.45 2.30 -2.73 0.15
H -3.93 1.45 0.96 0.06
C -3.33 -1.34 -2.28 -0.27
H 4.79 1.82 -2.00 0.11
C 3.19 -0.42 0.67 0.01
H -4.44 -2.01 -4.00 0.07
O -1.04 1.21 0.88 0.08
H -3.65 -3.15 0.67 0.12
H 6.55 -2.04 -1.07 0.07
C -1.74 1.13 2.98 -0.02
C -4.01 -2.26 -1.27 -0.20
N 0.95 3.07 -0.03 0.08
H 6.19 0.28 -0.75 0.10
H -5.13 -0.60 -3.20 0.07
C -1.30 2.45 2.71 -0.01
H 7.16 -0.64 0.95 0.12
H 2.76 -1.07 1.42 0.12
H -1.92 -1.59 2.43 0.13
C -4.70 0.70 0.81 -0.06
C -3.19 -2.40 0.01 -0.21
H -0.15 4.41 1.14 0.13
C 4.57 -0.49 0.45 -0.27
H 7.97 -2.68 -0.23 0.08
H -1.00 -1.40 0.91 0.13
H -5.04 -1.39 1.22 0.11
N 2.20 2.18 -1.76 0.13
H 1.34 0.46 0.11 0.11
H 6.39 -3.45 -0.02 0.08
C 1.09 2.90 -1.38 -0.56
H -0.95 3.75 -0.30 0.13
C -0.30 3.51 0.54 -0.09
C 6.62 -1.60 1.05 -0.25
C -4.20 -1.08 -3.49 -0.12
O 0.35 3.40 -2.20 0.06
C 5.13 0.31 -0.53 -0.02
H -2.19 -2.76 -0.26 0.12
H -5.61 1.01 1.33 0.07
C 4.34 1.19 -1.24 -0.02
C -4.24 -0.66 1.35 -0.24
C -1.56 0.41 1.84 -0.28
C -1.84 -1.01 1.49 -0.12
C 6.90 -2.50 -0.15 -0.06
H -4.06 -0.57 2.43 0.11
H -2.13 0.76 3.91 0.11
H -3.09 -0.40 -1.78 0.10
H 6.95 -2.09 1.96 0.12
H -3.69 -0.43 -4.20 0.07
C 2.40 0.45 -0.05 -0.02
H 1.61 2.63 0.58 0.13
H -1.30 3.28 3.38 0.11



Model c:
58
Properties=species:S:1:pos:R:3:lowdin_charge:R:1 method="wB97M-V/def2-TZVPD" homo_lumo_gap_ev=8.75 e_homo_ev=-8.32 e_lumo_ev=0.428
C -5.00 -0.77 -2.86 -0.12
H 2.04 0.58 -0.64 0.17
H -0.10 0.86 -1.07 0.22
H 4.01 1.51 -2.17 0.04
C 1.28 2.43 -0.78 -0.39
H -2.99 1.32 2.68 0.17
C 4.49 -0.42 -0.32 -0.29
C 1.45 -2.56 -0.63 -0.18
H -2.35 -1.52 -2.28 0.08
H 3.95 -1.55 1.71 0.13
C -4.20 -0.80 -1.62 -0.22
H -0.84 3.76 -0.10 0.20
O 1.41 3.72 -0.52 -0.04
H 5.65 1.65 -0.41 0.10
C -2.86 -1.07 -1.54 -0.07
H 4.33 1.19 0.81 0.08
H -5.26 0.35 -3.00 0.10
C -2.32 -1.19 -0.31 -0.12
C -0.07 1.34 0.94 -0.17
H 0.18 0.23 1.02 0.14
H 2.81 -0.15 1.78 0.09
H -1.59 2.98 -1.44 0.21
H -4.99 -0.10 1.56 0.08
C -4.45 -0.51 0.82 -0.05
C 4.68 1.16 -0.23 -0.06
C -2.30 -0.75 2.18 -0.12
H 1.42 -1.75 2.66 0.15
H -1.46 -1.05 2.14 -0.01
H 3.90 2.88 -1.06 0.03
N 3.32 -1.01 -0.03 -0.28
H -6.09 -0.11 -0.65 0.12
N 2.27 1.63 -0.90 0.08
C -5.12 -0.55 -0.29 0.01
C -2.14 2.34 0.54 -0.34
H -6.05 -1.33 -2.84 0.11
H 2.04 -2.97 2.00 0.10
O -3.34 2.68 0.97 -0.04
C 3.66 2.04 -1.42 0.04
H -4.44 -1.24 -3.79 0.11
H 5.33 -0.99 0.18 0.13
H 3.24 -2.09 -1.81 0.00
H -1.25 0.90 3.33 0.18
H 4.66 -0.52 -1.56 0.17
H 1.19 -3.45 -0.55 0.04
H -1.27 -1.54 -0.11 0.13
C 1.90 -1.96 1.63 -0.12
C -0.07 1.86 -0.28 -0.37
H 0.46 1.86 1.75 0.16
C 3.10 -0.99 1.29 -0.21
C 3.02 -2.21 -0.94 0.04
C -2.05 0.59 2.43 -0.20
C -3.03 -0.96 0.72 -0.13
O 0.93 -2.05 0.52 -0.19
N -1.44 1.57 1.48 -0.03
H 0.98 -1.83 -1.42 0.16
H 3.58 -3.04 -0.08 0.20
C -1.15 2.66 -0.37 -0.15
H -3.05 -1.05 2.88 0.13



Which of them is most stable? Easy: model b.